No. 1
ORCA calculation (ωB97M-V with the def2-TZVPD basis set) on C32H49As5IrNO10S5Sb as an isolated structure.

For the lowest unoccupied orbital energy (alpha / beta), the calculation gives -1.549 / -2.346 eV. For the HOMO energy (alpha / beta), the calculation gives -7.32 / -7.38 eV. The spin multiplicity is 6. As for the orbital gap (alpha / beta): 5.77 / 5.04 eV. As for the expectation value of S²: 8.7833. For the strongest force on any atom, the calculation gives 2.0 eV/A.

XYZ file:
```
104
C32H49As5IrNO10S5Sb, DFT ωB97M-V with the def2-TZVPD basis set
Ir -0.6128 -1.5979 0.0645
C 3.9320 -1.8912 2.7988
As 3.1612 -0.8542 1.3209
C 4.7349 -0.5240 0.2564
C 3.0817 0.9598 2.0865
C 1.9681 1.4625 3.0620
C 2.3877 2.9215 3.4288
C 0.5322 1.6470 2.4823
As -0.7271 0.3498 1.6192
C -2.0110 -0.1680 3.0046
C -1.9100 1.7757 0.9747
C 1.8931 0.6460 4.3623
As 0.8906 -1.0602 4.5823
C -0.4613 -0.3809 5.8696
C 2.1186 -1.7991 5.9032
H 3.2046 -2.5381 3.3032
H 4.3212 -1.1937 3.5332
H 4.7736 -2.5248 2.4060
H 5.5941 -0.4252 0.9224
H 4.5494 0.4331 -0.2979
H 4.9434 -1.3022 -0.4840
H 3.0944 1.6384 1.2476
H 4.0511 1.0302 2.5989
H 2.5414 3.5492 2.5361
H 3.3150 2.9098 3.9998
H 1.6304 3.3878 4.0280
H 0.7128 2.3399 1.6471
H -0.1475 2.0843 3.2168
H -2.2164 0.7017 3.6554
H -1.7214 -1.1326 3.4081
H -2.9293 -0.3482 2.4301
H -2.1399 2.3894 1.8553
H -2.7925 1.2470 0.6114
H -1.4191 2.4398 0.2375
H 1.4804 1.2919 5.1233
H 2.9141 0.4126 4.7365
H -0.9789 0.4810 5.3850
H 0.0242 -0.0485 6.7707
H -1.1007 -1.2257 6.0727
H 2.9596 -2.2773 5.4445
H 1.5978 -2.5542 6.4485
H 2.4010 -0.9718 6.5610
S 1.4261 -2.5865 -4.4312
Sb 1.2402 -3.3011 -2.3149
S 1.7266 -1.1684 -0.9134
S -1.1244 -2.9120 -1.6160
C -1.0744 -0.8244 -6.3429
O -0.8021 -0.0404 -5.1868
C 0.1099 0.9586 -5.3487
O 0.6286 1.2243 -6.3996
C 0.3097 1.6802 -4.0845
C 0.8043 2.9987 -4.1608
As -0.6666 4.3552 -4.0237
C -1.1206 4.4202 -5.9644
C -2.2000 3.2484 -3.3784
C -2.1227 2.1991 -2.5388
As -0.4912 1.0548 -2.3811
C 0.7777 2.1848 -1.3510
C -3.3581 1.5083 -1.9871
O -3.3703 0.2998 -1.8740
O -4.4621 2.2216 -1.6655
C -4.3307 3.3902 -0.8241
C -3.5478 3.8401 -3.8075
O -3.9138 4.8973 -3.4053
O -4.2511 3.1755 -4.7297
C -3.6686 2.0467 -5.4214
C 2.0803 3.6618 -4.2385
O 2.1487 4.8681 -4.3371
O 3.2250 2.9485 -4.1527
C 3.1856 1.5593 -4.3164
H -2.0020 -1.3104 -6.1148
H -0.3239 -1.5907 -6.4253
H -1.1397 -0.2260 -7.2628
H -0.3621 5.0721 -6.3885
H -2.1090 4.8361 -6.1885
H -1.0634 3.4244 -6.3614
H 0.5551 3.2537 -1.3376
H 1.7587 1.9507 -1.8016
H 0.8388 1.8324 -0.3072
H -5.0850 4.0991 -1.1430
H -3.3167 3.8319 -0.9171
H -4.4813 3.0773 0.1932
H -3.8393 1.1046 -4.9188
H -2.6219 2.2055 -5.5938
H -4.1657 2.0115 -6.3889
H 4.1996 1.2506 -4.1445
H 2.8201 1.2768 -5.3375
H 2.4967 1.0172 -3.6147
O -1.8571 -4.5855 5.6086
S -2.4151 -4.7698 4.2892
O -3.8135 -4.9016 4.1302
N -1.8156 -3.4957 3.3649
C -0.9583 -3.9399 2.4913
S 0.2041 -2.9020 1.5799
C -0.8055 -5.3939 2.4042
C -0.1306 -6.1821 1.4999
C -0.0752 -7.5868 1.7071
C -0.6366 -8.1706 2.8264
C -1.4260 -7.3821 3.6611
C -1.5354 -6.0382 3.3893
H 0.3424 -5.6599 0.6340
H 0.4335 -8.2260 0.9719
H -0.5405 -9.2514 2.9508
H -1.9284 -7.8199 4.5268
```

No. 2
ORCA calculation (ωB97M-V with the def2-TZVPD basis set) on an isolated molecule of C4H4N2O.

For the lowest unoccupied orbital energy, the calculation gives -0.991 eV. Its energy above the lowest of the compared OMol25 structures with the same formula, charge and spin is 95.44 kcal per mole. For the HOMO energy, the calculation gives -9.25 eV. As for the orbital gap: 8.25 eV. For the strongest force on any atom, the calculation gives 1.7 eV/A.

XYZ file:
```
11
C4H4N2O, DFT ωB97M-V with the def2-TZVPD basis set
O 2.1940 1.5501 -1.0244
C 1.4721 0.6853 -1.4646
C 0.6208 -0.1027 -0.6026
C -0.5420 -0.7817 -0.6184
N -1.4687 -1.0139 0.2864
C -1.1702 -0.3368 1.4368
N -0.1300 0.4211 1.4974
H 1.4421 0.4368 -2.5685
H -0.5461 -1.2375 -1.6094
H -1.8811 -0.4993 2.2671
H 0.0062 0.8790 2.4051
```